Arrangement A

Formula: C26H30F5N6SbScSe5
Source: OMol25
Level of theory: ωB97M-V/def2-TZVPD

As for the orbital gap: 5.6 eV. The total charge is -1. As for the spin multiplicity: 1. The highest occupied orbital energy comes out at -3.9 eV.

Element x y z (Å)
Sb 3.3305 -2.8086 1.1934
Se 3.2101 -3.2815 3.6035
Se 0.8961 -2.0043 0.6989
Se 4.7728 -0.9019 0.5310
Se 3.4715 -4.8363 -0.1781
Se -1.7960 -1.7251 0.4056
Sc -0.1208 -0.0188 -0.0587
F -4.9004 -2.8108 0.2972
F -7.1751 1.1339 -0.8111
F -7.1916 -1.5125 -0.2318
F -2.4931 1.1841 -0.3422
F -4.8151 2.5002 -0.8479
N 1.9583 0.7028 3.1837
N 1.2237 1.2562 1.0235
N 3.3026 0.0539 -2.9068
N 2.9424 2.4583 2.0547
N 1.2924 0.1090 -1.7125
N 2.0768 -1.9057 -2.6054
C 1.0160 1.7380 -3.4613
C 0.7273 2.4836 -1.1478
C -0.0425 4.6950 0.4965
C 1.0683 1.4411 -2.1113
C -3.6213 -0.8456 0.0053
C -0.0989 4.8094 -0.8540
C 0.7822 -2.5797 -2.5912
C 0.8241 2.4200 0.3178
C 0.2798 3.7356 -1.6932
C -4.8310 1.1931 -0.5660
C -4.8375 -1.5039 0.0200
C 4.0268 -0.4003 -4.0754
C 3.2289 -2.8014 -2.7342
C 0.7566 0.0191 3.6513
C 3.1350 0.5351 4.0349
C 0.6128 2.9813 -3.9521
C 0.4100 3.5012 1.0675
C -6.0283 0.5028 -0.5405
C 3.1549 3.3229 3.1912
C -6.0287 -0.8532 -0.2510
C 3.7715 2.6766 0.8877
C 2.0167 1.4507 2.0829
C -3.6730 0.4918 -0.2958
C 2.2171 -0.5941 -2.4005
C 3.9509 1.1499 -2.2129
C 0.2238 3.9539 -3.0866
H 4.1268 1.9640 -2.9207
H 3.0974 4.3644 2.8569
H 2.9506 -3.7541 -2.2905
H 2.3762 3.1626 3.9339
H 4.2894 0.4853 -4.6616
H -0.1306 4.9129 -3.4421
H 3.3207 3.3763 0.1726
H 3.5212 -2.9582 -3.7725
H 4.1287 3.1642 3.6634
H 4.7271 3.0831 1.2211
H 3.3979 -1.0340 -4.6929
H 3.3154 1.5122 -1.4131
H 1.2634 0.9540 -4.1633
H 0.9806 -1.0382 3.8116
H 4.0343 0.6329 3.4306
H 4.8864 0.8041 -1.7646
H 4.0579 -2.4173 -2.1406
H 3.1361 1.2472 4.8637
H 3.1133 -0.4869 4.4150
H 0.5566 -2.9350 -3.6023
H 0.4394 3.4070 2.1449
H 0.5857 3.1491 -5.0213
H -0.0526 0.1138 2.9319
H 0.8259 -3.4261 -1.9051
H -0.3482 5.5141 1.1345
H -0.0101 -1.9116 -2.2673
H 0.4490 0.4748 4.5991
H 4.9480 -0.9293 -3.8216
H -0.4388 5.7250 -1.3209
H 3.9774 1.7117 0.4237

Arrangement B

Formula: C26H30F5N6SbScSe5
Source: OMol25
Level of theory: ωB97M-V/def2-TZVPD

As for the orbital gap: 5.7 eV. The total charge is -1. As for the spin multiplicity: 1. The highest occupied orbital energy comes out at -3.9 eV.

Element x y z (Å)
Sb 2.0182 -1.5605 -3.2085
Se 3.0583 0.0376 -1.4926
Se 2.2306 -3.8276 -2.3898
Se 2.7745 -0.9870 -5.4128
Se 2.3177 1.1898 1.5315
Se -0.3382 -0.7795 -2.7379
Sc 0.6619 0.3378 -0.5537
F 3.3648 0.7373 4.4108
F -0.2700 2.2726 6.9310
F 2.2210 1.1869 6.7752
F -1.5889 2.9296 4.6277
F -0.4497 2.5117 2.2587
N -1.8581 3.5310 -0.0513
N 0.1802 2.7631 -1.0667
N -0.4521 -1.0442 0.7990
N -0.7921 -1.4203 3.1096
N -1.3833 1.2476 -0.5024
N 1.2033 -2.0119 2.1161
C 2.1405 1.2773 4.4147
C -2.0027 -2.8418 0.7055
C -2.8779 3.3375 0.9619
C 1.9635 -1.9422 3.3498
C -4.9483 0.6927 -1.3259
C 1.9347 -2.5749 0.9841
C -0.3645 2.3820 4.5727
C -2.7987 -0.7040 -0.1084
C -3.6947 1.3021 -1.1636
C -4.0708 -1.3126 -0.3078
C 0.2555 2.7849 -2.5462
C -4.2881 -2.6684 0.0337
C -1.7742 4.8789 -0.5819
C -2.6528 0.6540 -0.5438
C -1.8990 -0.4902 3.1922
C 1.0225 3.7982 -0.4598
C 0.2985 2.0549 5.7390
C -1.1125 2.5136 -0.5329
C -5.1347 -0.5831 -0.8933
C 0.2423 2.1442 3.3542
C -0.8829 -2.5397 4.0268
C 1.5649 1.5037 5.6522
C 1.4963 1.5711 3.2131
C -3.2624 -3.4254 0.5088
C -1.7547 -1.5085 0.4640
C -0.0179 -1.4937 1.9796
H 0.0217 3.7866 -2.9261
H 0.8384 3.8495 0.6097
H -1.1787 -3.4615 1.0395
H -1.3342 5.5675 0.1437
H -0.1819 -3.3192 3.7424
H -3.5276 2.2882 -1.5772
H 0.8639 4.7774 -0.9211
H 1.2833 -2.7250 0.1263
H -2.7492 4.1023 1.7305
H -5.2694 -3.0941 -0.1349
H -0.4223 2.0440 -2.9638
H 2.3324 -3.5485 1.2782
H -3.4018 -4.4779 0.7209
H -1.7284 0.3469 2.5200
H -1.9678 -0.1149 4.2161
H -3.8823 3.4164 0.5377
H 1.2660 2.5099 -2.8485
H -0.6729 -2.2330 5.0549
H 2.9284 -1.4846 3.1273
H -5.7473 1.2338 -1.8166
H -1.8947 -2.9578 3.9858
H -1.1897 4.8981 -1.4952
H 1.4440 -1.3299 4.0822
H -6.0865 -1.0822 -1.0272
H -2.8493 -0.9658 2.9250
H 2.0609 3.5056 -0.6045
H -2.7731 2.3619 1.4224
H 2.1327 -2.9400 3.7638
H -2.7825 5.2253 -0.8216
H 2.7571 -1.9227 0.6882

Which one sits at the top of the stability order? arrangement B does.

Arrangement A

Formula: C4H7Cl2P
Source: OMol25
Level of theory: ωB97M-V/def2-TZVPD

As for the orbital gap (alpha / beta): 7.9 / 8.4 eV. The total charge is 0. As for the spin multiplicity: 1. The highest occupied orbital energy (alpha / beta) comes out at -8.5 / -8.1 eV.

Element x y z (Å)
Cl 0.4396 -3.0939 -0.5749
Cl 2.3589 -0.5784 -0.7857
P 0.7948 -1.4784 -1.7266
C 0.0908 0.7054 2.2250
C 0.0729 -0.5504 1.9823
C -0.5184 1.0265 -1.4109
C -0.5412 -0.4416 -1.2414
H -1.4079 1.3859 -1.9311
H 0.3751 1.3615 -1.9342
H -0.5145 1.5155 -0.4212
H 0.2719 1.1740 3.1918
H 0.1569 -1.5421 2.3481
H -1.5074 -0.9203 -1.1496
H -0.0715 1.4364 1.4285

Arrangement B

Formula: C4H7Cl2P
Source: OMol25
Level of theory: ωB97M-V/def2-TZVPD

As for the orbital gap: 9.4 eV. The total charge is 0. As for the spin multiplicity: 1. The highest occupied orbital energy comes out at -8.7 eV.

Element x y z (Å)
Cl 0.2623 3.9805 -0.5646
Cl 1.4197 2.0179 -2.8977
P -0.0784 2.2396 -1.5540
C -0.0425 -0.3412 0.3333
C 0.4137 -1.4225 1.4191
C -1.2381 -0.7383 -0.4486
C 0.6391 0.7571 0.1491
H 0.8377 -2.2002 0.8779
H 1.3509 1.1752 0.6762
H -1.8581 -0.0120 -0.8966
H -0.3402 -1.5811 2.1444
H 1.2524 -1.0059 1.8963
H -0.9550 -1.2823 -1.3118
H -1.6636 -1.5867 0.1771

Which one sits at the top of the stability order? arrangement B does.